(1)
{"formula": "C4H8N2O", "method": "ωB97M-V with the def2-TZVPD basis set", "species": ["N", "C", "O", "C", "N", "C", "C", "H", "H", "H", "H", "H", "H", "H", "H"], "coordinates": [[-2.21, -0.76, 1.76], [0.43, 0.56, 0.36], [0.22, 1.00, 1.46], [0.32, -0.82, -0.30], [0.48, -0.17, -1.64], [1.79, 0.45, -1.63], [0.66, 1.17, -0.98], [-1.95, -1.11, 2.68], [-3.22, -0.69, 1.75], [1.07, -1.58, -0.07], [-0.69, -1.21, -0.16], [2.57, 0.03, -1.00], [2.12, 0.83, -2.59], [-1.84, 0.18, 1.72], [0.24, 2.10, -1.37]], "total_energy_ha": -341.8903, "charge": 0, "relative_energy_kj_mol": 297.6}

***

(2)
{"formula": "C4H8N2O", "method": "ωB97M-V with the def2-TZVPD basis set", "species": ["C", "N", "C", "N", "C", "O", "C", "H", "H", "H", "H", "H", "H", "H", "H"], "coordinates": [[-2.35, -0.79, -0.15], [-0.96, -0.42, -0.37], [-0.41, 0.64, 0.15], [1.05, 1.49, 1.86], [1.02, 0.87, -0.22], [1.32, 2.05, -0.44], [2.02, -0.25, -0.38], [-2.87, -0.89, -1.11], [-2.81, 0.02, 0.43], [-2.42, -1.73, 0.40], [-0.44, -1.06, -0.98], [0.06, 1.66, 2.11], [1.77, -0.88, -1.25], [3.00, 0.18, -0.55], [2.03, -0.88, 0.51]], "total_energy_ha": -341.7095, "charge": 0, "relative_energy_kj_mol": 772.3}

***

(3)
{"formula": "C4H8N2O", "method": "ωB97M-V with the def2-TZVPD basis set", "species": ["C", "C", "C", "N", "C", "O", "N", "H", "H", "H", "H", "H", "H", "H", "H"], "coordinates": [[0.28, 1.04, 1.39], [-0.23, 0.07, 0.35], [0.00, -1.44, 0.58], [-1.34, -0.78, 0.63], [0.28, 0.13, -1.00], [1.59, 0.04, -1.04], [-0.42, 0.19, -2.12], [0.43, 0.53, 2.33], [1.23, 1.48, 1.12], [-0.41, 1.87, 1.55], [-0.02, -2.02, -0.36], [1.63, -0.48, -0.06], [-1.60, -0.58, 1.60], [-1.42, 0.12, -1.99], [-0.02, -0.17, -2.98]], "total_energy_ha": -341.8100, "charge": 0, "relative_energy_kj_mol": 508.4}

***

(4)
{"formula": "C4H8N2O", "method": "ωB97M-V with the def2-TZVPD basis set", "species": ["C", "C", "O", "C", "N", "C", "N", "H", "H", "H", "H", "H", "H", "H", "H"], "coordinates": [[1.61, 0.06, 0.60], [0.64, -0.32, -0.54], [0.35, -1.56, -0.69], [-1.83, -1.19, 0.56], [-2.24, -2.24, 0.89], [-0.41, 0.70, -0.79], [-0.45, 1.93, -0.32], [1.09, -0.07, 1.56], [2.01, 1.08, 0.54], [2.45, -0.64, 0.57], [1.09, 0.22, -1.53], [-2.21, -3.24, 0.96], [-1.13, 0.43, -1.56], [-1.07, 2.63, -0.71], [0.11, 2.20, 0.47]], "total_energy_ha": -341.8228, "charge": 0, "relative_energy_kj_mol": 474.8}

***

(5)
{"formula": "C4H8N2O", "method": "ωB97M-V with the def2-TZVPD basis set", "species": ["C", "C", "N", "C", "C", "N", "O", "H", "H", "H", "H", "H", "H", "H", "H"], "coordinates": [[-1.96, -0.31, -0.04], [-0.60, -0.06, -0.89], [-0.47, 1.22, -0.18], [0.68, 0.80, 0.58], [0.77, -0.45, -0.27], [1.67, -1.34, -0.37], [2.64, -1.09, 0.62], [-2.54, 0.61, 0.26], [-1.66, -0.72, 0.93], [-2.63, -0.94, -0.59], [-0.61, -0.09, -2.01], [-0.58, 2.08, -0.65], [0.48, 0.56, 1.63], [1.50, 1.51, 0.49], [3.31, -1.78, 0.49]], "total_energy_ha": -341.8047, "charge": 0, "relative_energy_kj_mol": 522.3}

***

(6)
{"formula": "C4H8N2O", "method": "ωB97M-V with the def2-TZVPD basis set", "species": ["C", "C", "N", "C", "C", "N", "O", "H", "H", "H", "H", "H", "H", "H", "H"], "coordinates": [[1.91, -0.23, -0.12], [0.50, -0.78, 0.12], [-0.08, -0.26, 1.37], [-1.79, -0.57, -0.95], [-0.64, -0.07, -0.52], [-0.42, 1.09, 0.25], [-1.58, 1.84, 0.26], [2.65, -0.82, 0.42], [1.97, 0.80, 0.24], [2.17, -0.22, -1.18], [0.45, -1.86, -0.01], [0.72, -0.11, 2.02], [-2.71, 0.00, -0.93], [-1.83, -1.62, -1.20], [-1.28, 2.76, 0.18]], "total_energy_ha": -341.7758, "charge": 0, "relative_energy_kj_mol": 598.2}